{"formula": "C7H11NS2", "method": "the ωB97M-V functional and the def2-TZVPD basis", "species": ["C", "C", "C", "C", "C", "C", "C", "N", "S", "S", "H", "H", "H", "H", "H", "H", "H", "H", "H", "H", "H"], "xyz": [[1.936, 0.097, -1.498], [2.546, 0.873, -0.564], [1.114, -0.836, 0.311], [-1.784, 0.019, -0.694], [-0.838, 1.508, 1.102], [0.229, -1.626, 0.989], [-1.697, 0.276, 0.788], [1.111, -0.782, -1.011], [2.217, 0.319, 1.058], [-0.645, -2.818, 0.028], [1.945, 0.330, -2.552], [3.358, 1.640, -0.787], [-0.770, 0.083, -1.144], [-2.416, -0.899, -0.776], [-2.136, 0.931, -1.144], [-0.008, 1.404, 1.760], [-0.448, 1.655, 0.190], [-1.388, 2.289, 1.519], [0.191, -1.830, 2.067], [-2.323, -0.324, 1.413], [-0.193, -2.308, -1.056]], "lumo_energy_ev": [-0.639, 0.721], "charge": 0, "gap_ev": [6.5, 7.8], "fmax_ev_per_a": 4.104, "e_above_lowest_kj_mol": 418.7}

***

{"formula": "C5H6BrClS", "method": "the ωB97M-V functional and the def2-TZVPD basis", "species": ["C", "C", "C", "C", "C", "S", "Cl", "Br", "H", "H", "H", "H", "H", "H"], "xyz": [[0.947, 1.323, -0.472], [1.531, 1.256, 0.724], [0.457, -0.054, -1.096], [0.697, -1.061, 0.007], [-1.718, -1.594, 1.086], [1.600, -0.349, 1.325], [0.921, -2.714, -0.393], [-2.575, -0.363, 0.100], [0.729, 2.272, -0.955], [1.859, 2.089, 1.322], [-0.651, 0.075, -1.511], [1.062, -0.328, -2.003], [-1.117, -1.402, 1.983], [-1.935, -2.579, 0.617]], "lumo_energy_ev": [-0.053, 0.250], "charge": 0, "gap_ev": [7.7, 7.5], "fmax_ev_per_a": 2.416, "e_above_lowest_kj_mol": 253.8}

***

{"formula": "C4H10N2O", "method": "the ωB97M-V functional and the def2-TZVPD basis", "species": ["C", "C", "C", "N", "N", "C", "O", "H", "H", "H", "H", "H", "H", "H", "H", "H", "H"], "xyz": [[-2.516, 0.595, -0.162], [2.103, 0.524, -0.005], [-0.437, 0.099, -0.469], [-0.365, -1.248, -0.483], [2.162, -0.747, 0.686], [-0.047, 1.231, -0.159], [-2.824, -0.310, 0.832], [-2.358, -1.138, 0.638], [0.544, -1.540, -0.083], [-0.558, -1.661, -1.388], [1.968, -0.634, 1.674], [3.051, -1.233, 0.587], [-2.760, 1.606, 0.146], [-2.880, 0.341, -1.160], [2.537, 1.375, 0.520], [2.467, 0.444, -1.027], [-0.087, 2.295, -0.147]], "lumo_energy_ev": [0.956, 0.954], "charge": 0, "gap_ev": [7.2, 7.1], "fmax_ev_per_a": 5.832, "e_above_lowest_kj_mol": 735.6}

***

Repeat the second record exactly.
{"formula": "C5H6BrClS", "method": "the ωB97M-V functional and the def2-TZVPD basis", "species": ["C", "C", "C", "C", "C", "S", "Cl", "Br", "H", "H", "H", "H", "H", "H"], "xyz": [[0.947, 1.323, -0.472], [1.531, 1.256, 0.724], [0.457, -0.054, -1.096], [0.697, -1.061, 0.007], [-1.718, -1.594, 1.086], [1.600, -0.349, 1.325], [0.921, -2.714, -0.393], [-2.575, -0.363, 0.100], [0.729, 2.272, -0.955], [1.859, 2.089, 1.322], [-0.651, 0.075, -1.511], [1.062, -0.328, -2.003], [-1.117, -1.402, 1.983], [-1.935, -2.579, 0.617]], "lumo_energy_ev": [-0.053, 0.250], "charge": 0, "gap_ev": [7.7, 7.5], "fmax_ev_per_a": 2.416, "e_above_lowest_kj_mol": 253.8}